{
  "formula": "C13H11Br2N4ORuS4",
  "method": "the ωB97M-V functional and the def2-TZVPD basis",
  "charge": 0,
  "max_force_ev_per_a": 2.5,
  "energy_ha": -7631.84637,
  "s_squared": 0.835,
  "lumo_energy_ev": [-1.203, -2.566],
  "multiplicity": 2,
  "homo_ev": [-7.8, -7.8],
  "species": ["H", "C", "C", "C", "C", "C", "S", "C", "Br", "C", "S", "H", "H", "N", "H", "H", "C", "H", "N", "C", "H", "Br", "N", "H", "H", "H", "S", "C", "Ru", "C", "C", "S", "H", "O", "C", "N"],
  "positions_angstrom": [[2.8483, -5.8635, 0.9541], [0.8305, -3.3153, 0.1093], [-2.6824, 1.7722, 0.7501], [0.6941, 0.1358, -3.2448], [1.3549, 0.7357, 2.9875], [1.4297, 2.0477, 4.9321], [-0.7098, -0.1166, -2.3316], [3.2972, 0.5573, 4.3952], [-1.1037, 2.6402, -0.0307], [2.1923, 0.4582, -5.4141], [3.2057, 0.6875, -3.9757], [-3.5420, 1.9836, 0.1196], [0.3627, -6.4932, 1.0364], [0.8836, 2.8267, 5.5761], [0.3353, -5.1254, -1.7513], [1.5555, -6.2916, -1.2194], [2.5611, -4.8161, 0.9010], [-0.8527, -5.3252, 0.4977], [4.3202, 0.0871, 4.6251], [0.1138, -5.4369, 0.9824], [2.5050, -4.4159, 1.9107], [-2.4863, -0.1803, 0.8462], [0.6690, 0.4943, 2.0727], [2.0447, -4.6981, -1.8127], [0.0352, -5.0408, 1.9916], [3.3295, -4.2676, 0.3606], [2.4588, 0.5381, -1.1465], [1.2907, -5.2378, -1.2440], [0.2954, 0.0479, 0.0610], [2.0429, 1.0991, 4.1039], [1.2053, -4.7019, 0.1926], [0.5086, 0.0800, -4.9860], [-2.8156, 2.1423, 1.7636], [2.5893, 0.5405, -6.5318], [1.9651, 0.4092, -2.7666], [0.4832, -2.2278, 0.0056]],
  "forces_ev_per_angstrom": [[0.0039, -0.0767, -0.0071], [-0.4971, 1.2190, -0.1641], [0.2062, -0.0806, -0.0730], [-0.8468, -0.1259, -0.3506], [-0.9657, -0.0520, -0.9448], [-0.0437, 0.2334, 0.1519], [1.2145, -0.0591, 1.2546], [0.2084, -0.2855, 0.0461], [-0.2074, -0.6610, 0.3713], [-0.2458, -0.0699, 0.3405], [0.0990, -0.0112, 0.1927], [0.2051, -0.0274, 0.0253], [0.0247, -0.0981, 0.0060], [-0.2642, 0.3822, 0.3524], [-0.0697, -0.0410, -0.0552], [0.0266, -0.0926, 0.0151], [-0.0440, 0.1463, 0.0001], [-0.0935, -0.0508, -0.0605], [0.4871, -0.1847, 0.0838], [0.0062, 0.1054, -0.0117], [0.0122, -0.0031, 0.0810], [0.5617, 0.6278, -0.1409], [1.2208, -0.7432, -0.2761], [0.0730, 0.0024, -0.0404], [0.0169, -0.0062, 0.1093], [0.0655, 0.0021, -0.0421], [-1.5100, -0.3861, 0.7328], [-0.0167, 0.0747, 0.0178], [-1.3223, -0.4908, -2.0519], [-0.0575, 0.1179, 0.0929], [0.2215, -0.9240, -0.0051], [-0.0407, -0.0013, 0.0500], [0.1531, -0.0768, -0.1558], [0.1489, 0.0383, -0.2881], [0.7028, 0.1914, 0.2620], [0.5671, 1.4069, 0.4817]]
}

{
  "formula": "C6H13NO",
  "method": "the ωB97M-V functional and the def2-TZVPD basis",
  "charge": 0,
  "max_force_ev_per_a": 1.0,
  "energy_ha": -366.38109,
  "lumo_energy_ev": 1.013,
  "homo_ev": -8.9,
  "de_lowest_kj_mol": 138.7,
  "species": ["C", "H", "C", "H", "H", "H", "H", "O", "N", "H", "H", "C", "H", "C", "H", "H", "H", "H", "H", "C", "C"],
  "positions_angstrom": [[-1.5292, 1.1908, 2.4660], [0.3643, 0.8947, -0.8165], [0.3622, -0.5488, 0.7970], [0.6852, -0.0443, 1.7083], [-2.9107, 0.6422, 0.9522], [-1.3805, 1.4833, 0.4113], [2.8805, -0.1252, -2.4680], [-1.1573, 2.3119, 2.7184], [1.2286, -0.9142, -1.4719], [-1.4958, -1.3932, 1.4460], [1.9510, 0.5329, -0.1897], [-1.1715, -0.6121, 0.7574], [-1.4568, -0.9514, -0.2416], [-1.8275, 0.7388, 1.0574], [1.3437, 0.5991, -2.9789], [0.8075, -1.5421, 0.8781], [1.7585, -1.0758, -3.4861], [-1.6398, 0.4635, 3.2942], [0.3655, -1.3872, -1.7083], [0.9932, 0.0840, -0.4446], [1.8287, -0.3470, -2.6808]],
  "forces_ev_per_angstrom": [[0.1712, 0.6331, -0.0429], [-0.1703, 0.3360, -0.0939], [0.1997, -0.0382, 0.0409], [0.0049, 0.2871, -0.0086], [-0.0010, 0.2792, -0.1827], [-0.4242, 0.3408, -0.2765], [-0.1053, -0.0591, -0.1892], [-0.0940, -0.3105, 0.0641], [0.1252, -0.0928, -0.2865], [-0.2308, 0.0853, 0.1171], [0.1589, 0.0188, 0.0298], [0.5339, -0.3411, -0.1881], [-0.2327, 0.0253, 0.0132], [0.4670, -0.7667, 0.5030], [0.0604, -0.1891, -0.1392], [-0.2173, -0.1497, -0.0241], [0.1131, 0.1005, -0.0597], [-0.1160, -0.1627, -0.1219], [-0.0453, 0.0471, 0.0135], [-0.0421, -0.1638, 0.2791], [-0.1551, 0.1204, 0.5525]]
}

{
  "formula": "CH2O3S2",
  "method": "the ωB97M-V functional and the def2-TZVPD basis",
  "charge": 0,
  "max_force_ev_per_a": 2.4,
  "energy_ha": -1061.36208,
  "lumo_energy_ev": -0.455,
  "homo_ev": -10.8,
  "de_lowest_kj_mol": 30.3,
  "species": ["S", "O", "C", "O", "H", "S", "H", "O"],
  "positions_angstrom": [[2.1508, -0.1720, 0.1014], [1.5528, -1.2611, -0.6102], [-0.6261, 0.4447, -0.3033], [0.3021, 1.2467, -0.1651], [-0.4236, -0.4844, -0.9578], [-2.1158, 0.7976, 0.5618], [-2.9272, -0.1684, -0.1250], [2.0870, -0.4031, 1.4981]],
  "forces_ev_per_angstrom": [[0.6951, -0.7242, -0.3687], [-0.1414, -0.2699, -1.3235], [1.2160, 0.6955, -0.5065], [-1.4425, -0.9965, 0.0756], [-0.8752, 1.0257, 1.0757], [-0.8319, -1.6773, -1.5545], [1.1437, 1.2344, 1.0265], [0.2363, 0.7122, 1.5753]]
}

{
  "formula": "C4H8O",
  "method": "the ωB97M-V functional and the def2-TZVPD basis",
  "charge": 0,
  "max_force_ev_per_a": 0.4,
  "energy_ha": -232.29565,
  "lumo_energy_ev": 1.119,
  "homo_ev": -8.6,
  "de_lowest_kj_mol": 393.8,
  "species": ["O", "H", "H", "H", "C", "H", "C", "C", "H", "H", "H", "C", "H"],
  "positions_angstrom": [[1.0025, -0.9131, 0.4335], [-2.2201, -1.8707, -0.0403], [-0.0849, -0.0011, -2.2922], [1.8398, 0.8446, -0.3057], [-0.3018, -0.6619, 0.3585], [-1.4715, 1.1284, -0.3246], [-1.5027, -1.0957, 0.1692], [-1.3429, 0.3900, 0.4763], [-1.6324, 0.7754, 1.4611], [-0.3846, 0.4361, -2.8142], [1.4581, 0.8534, 1.4415], [1.8187, 0.2414, 0.6088], [2.8217, -0.1268, 0.8282]],
  "forces_ev_per_angstrom": [[-0.2094, -0.0813, -0.0207], [0.1315, 0.1100, 0.0338], [-0.0462, 0.0162, -0.0593], [-0.0120, -0.0931, 0.1337], [-0.3642, -0.1228, -0.0386], [0.0423, -0.1480, 0.1064], [0.2528, -0.1432, 0.0058], [-0.0192, 0.3582, 0.0685], [0.0612, -0.0914, -0.1423], [0.0498, -0.0086, 0.0272], [0.0466, -0.0959, -0.1144], [0.2059, 0.2330, 0.0360], [-0.1392, 0.0670, -0.0360]]
}